{"formula": "C47H31F4N5OP2RbS6", "method": "wB97M-V/def2-TZVPD", "symbols": ["Rb", "O", "N", "C", "C", "C", "C", "C", "S", "H", "H", "H", "H", "C", "C", "P", "C", "C", "C", "C", "C", "C", "C", "C", "C", "C", "C", "C", "P", "C", "C", "C", "C", "C", "C", "C", "C", "C", "C", "C", "C", "H", "H", "H", "H", "H", "H", "H", "H", "H", "H", "H", "H", "H", "H", "H", "H", "H", "H", "H", "H", "H", "H", "H", "H", "C", "S", "C", "C", "S", "S", "C", "S", "S", "H", "H", "H", "F", "C", "C", "F", "C", "C", "C", "F", "C", "C", "C", "N", "C", "N", "F", "C", "C", "N", "C", "N"], "xyz": [[0.6115, -2.3548, 1.7994], [1.6003, -0.5148, 3.0688], [2.5523, 0.2353, 3.4820], [2.3579, 1.0512, 4.5266], [3.3315, 1.9053, 4.9920], [4.5681, 1.9300, 4.3552], [4.7755, 1.0736, 3.3012], [3.7747, 0.2013, 2.8610], [4.0369, -0.8931, 1.5961], [1.3759, 0.9945, 4.9725], [3.1187, 2.5452, 5.8334], [5.3471, 2.6047, 4.6829], [5.7144, 1.0411, 2.7714], [1.1297, 0.8728, 0.0391], [1.2425, 1.0809, -1.4662], [1.6255, -0.5714, -2.2324], [-0.0155, -1.3831, -2.0807], [-0.0740, -2.6874, -1.5997], [-1.2857, -3.3568, -1.5519], [-2.4428, -2.7244, -1.9771], [-2.3870, -1.4302, -2.4728], [-1.1774, -0.7646, -2.5340], [1.4947, -0.1764, -4.0185], [1.8117, 1.0579, -4.5733], [1.8247, 1.2266, -5.9474], [1.5352, 0.1653, -6.7868], [1.2173, -1.0692, -6.2431], [1.2018, -1.2378, -4.8733], [1.2993, 2.3782, 1.1152], [2.8366, 3.1190, 0.4525], [3.8875, 2.3318, -0.0080], [5.0764, 2.9155, -0.4046], [5.2385, 4.2890, -0.3448], [4.2100, 5.0778, 0.1446], [3.0231, 4.4969, 0.5494], [0.0240, 3.3815, 0.2507], [-1.2612, 3.3063, 0.7771], [-2.3077, 3.9716, 0.1664], [-2.0882, 4.6946, -0.9944], [-0.8098, 4.7736, -1.5212], [0.2461, 4.1321, -0.8979], [1.8821, 0.1584, 0.3914], [0.1472, 0.4531, 0.2786], [2.0828, 1.7389, -1.7059], [0.3266, 1.5146, -1.8798], [0.8384, -3.1990, -1.3077], [-1.3113, -4.3861, -1.2239], [-3.3859, -3.2524, -1.9401], [-3.2830, -0.9366, -2.8218], [-1.1376, 0.2307, -2.9549], [2.0488, 1.8965, -3.9356], [2.0673, 2.1944, -6.3652], [1.5583, 0.2988, -7.8600], [0.9872, -1.9030, -6.8917], [0.9581, -2.2016, -4.4470], [3.7921, 1.2568, -0.0384], [5.8816, 2.2867, -0.7562], [6.1684, 4.7407, -0.6637], [4.3398, 6.1496, 0.2156], [2.2269, 5.1142, 0.9451], [-1.4364, 2.7119, 1.6667], [-3.2984, 3.9291, 0.5904], [-2.9151, 5.1812, -1.4923], [-0.6290, 5.3355, -2.4275], [1.2434, 4.2110, -1.3088], [-1.9583, -6.4167, 0.8528], [-0.9566, -7.2283, -0.4399], [0.3942, -7.7749, 0.5302], [1.5117, -7.0358, 0.7763], [1.8722, -5.5138, 0.1850], [2.7001, -7.8830, 1.8145], [1.8435, -9.3848, 1.9940], [2.4368, -10.6723, 2.8240], [0.3023, -9.3969, 1.2099], [-2.8406, -6.0211, 0.3622], [-1.3844, -5.6110, 1.3026], [-2.2410, -7.1516, 1.6000], [-2.1377, -0.8926, 1.2005], [-3.2963, -0.2334, 1.4858], [-3.7370, 0.6730, 0.5549], [-2.9809, 0.8431, -0.5510], [-4.9144, 1.4364, 0.7232], [-5.5786, 1.2002, 1.9498], [-5.1436, 0.2800, 2.8735], [-5.8801, 0.1100, 3.9939], [-3.9806, -0.5053, 2.6915], [-3.5454, -1.4839, 3.6269], [-2.4847, -2.3399, 3.3633], [-1.6345, -3.1036, 3.1909], [-4.1159, -1.6800, 4.8863], [-4.5173, -1.8835, 5.9487], [-6.7247, 1.8685, 2.2152], [-5.3791, 2.3554, -0.2544], [-6.3934, 3.2844, -0.0331], [-7.1929, 4.1103, 0.0722], [-4.8839, 2.3934, -1.5589], [-4.5558, 2.4487, -2.6640]], "forces_ev_per_angstrom": [[-0.032, -0.246, -0.557], [-0.473, 0.067, 0.344], [0.713, 0.506, 0.257], [-0.124, 0.534, 0.619], [-0.108, -0.067, -0.013], [0.028, -0.066, -0.085], [-0.006, 0.406, 0.358], [0.206, -0.415, -0.507], [0.083, -0.585, -0.454], [-0.041, -0.072, -0.132], [-0.097, 0.031, 0.058], [0.041, 0.025, 0.012], [0.034, -0.018, -0.035], [0.141, 0.018, 0.186], [0.105, -0.381, -0.159], [-0.281, 0.491, 0.044], [0.276, 0.007, -0.006], [0.035, 0.094, -0.057], [-0.094, -0.128, -0.024], [0.010, -0.118, 0.005], [-0.132, 0.038, -0.065], [-0.001, -0.144, 0.112], [0.267, -0.189, 0.049], [-0.036, -0.031, 0.163], [0.033, 0.085, -0.174], [0.011, 0.088, -0.118], [-0.018, -0.099, -0.092], [0.020, 0.057, -0.051], [-0.261, -0.087, -0.343], [-0.069, -0.049, 0.227], [-0.120, 0.057, -0.009], [0.165, 0.016, -0.064], [0.143, 0.004, -0.022], [0.060, 0.160, 0.004], [0.000, -0.046, 0.065], [0.256, -0.017, 0.311], [0.084, 0.045, 0.017], [-0.185, 0.086, 0.002], [-0.065, 0.044, -0.008], [0.037, 0.090, -0.114], [-0.046, -0.017, -0.005], [-0.017, 0.002, 0.065], [-0.012, 0.021, 0.071], [-0.091, 0.000, 0.011], [0.151, -0.014, 0.000], [-0.007, 0.077, 0.000], [-0.018, -0.080, 0.117], [-0.076, 0.016, 0.013], [-0.068, 0.052, 0.042], [-0.033, 0.089, 0.036], [0.010, 0.080, 0.076], [0.006, 0.058, -0.017], [-0.026, 0.013, -0.048], [-0.029, -0.066, -0.048], [-0.036, -0.099, -0.025], [0.006, -0.156, 0.014], [0.083, -0.063, -0.044], [0.050, 0.038, -0.012], [-0.018, 0.070, 0.005], [-0.045, 0.057, -0.012], [-0.043, 0.029, 0.065], [-0.155, -0.103, -0.003], [-0.049, 0.006, 0.001], [-0.018, 0.046, -0.082], [0.018, -0.009, -0.059], [0.430, -0.166, 0.060], [-0.282, -0.082, -0.128], [-1.254, -1.114, -0.013], [1.425, 0.255, 0.546], [-0.067, -0.199, 0.147], [-0.384, 0.024, -0.272], [0.562, -0.132, 0.355], [-0.199, 0.286, -0.198], [0.013, 0.995, -0.451], [-0.062, 0.053, -0.073], [-0.113, 0.112, 0.048], [-0.094, 0.035, 0.065], [-0.058, 0.086, 0.021], [-0.418, -0.210, 0.685], [-0.604, 0.494, 0.120], [-0.026, -0.009, 0.097], [0.506, -0.884, 0.959], [0.220, 0.117, -0.678], [0.675, -0.461, -0.039], [0.044, 0.066, -0.204], [-0.475, 1.172, -1.134], [0.453, -0.535, 0.325], [-0.542, 0.131, 0.157], [0.604, -0.845, -0.085], [0.016, 0.049, 0.208], [-0.258, -0.153, 0.532], [0.217, -0.173, 0.013], [-0.095, 0.285, -0.408], [-0.048, 0.219, 0.096], [-0.530, 0.444, 0.099], [-0.121, -0.152, -0.039], [0.321, 0.056, -0.717]], "s2": 0.782, "multiplicity": 2, "homo_energy_ev": [-1.449, -1.449], "orbital_gap_ev": [3.40, 1.24], "charge": -2}



{"formula": "C47H31F5N8S3W", "method": "wB97M-V/def2-TZVPD", "symbols": ["W", "C", "N", "C", "C", "N", "C", "S", "C", "C", "C", "C", "C", "N", "H", "H", "H", "H", "H", "H", "H", "H", "H", "N", "C", "C", "C", "C", "C", "C", "C", "C", "C", "C", "C", "C", "N", "C", "C", "C", "C", "N", "H", "H", "H", "H", "H", "H", "H", "H", "H", "H", "S", "C", "C", "C", "C", "C", "C", "N", "C", "C", "C", "C", "C", "C", "C", "C", "N", "C", "C", "C", "C", "C", "S", "C", "H", "H", "H", "H", "H", "H", "H", "H", "H", "H", "H", "H", "F", "C", "F", "C", "F", "F", "F"], "xyz": [[-0.4267, 0.2831, -0.0035], [-0.4135, 4.8631, 2.6956], [-1.4824, 4.3703, 1.8159], [-2.8224, 4.7187, 1.9489], [-3.5073, 4.0223, 1.0361], [-2.5703, 3.2379, 0.3475], [-1.3298, 3.4719, 0.8367], [0.1543, 2.8145, 0.3266], [-2.9412, 2.3906, -0.7368], [-3.7921, 2.9277, -1.6841], [-4.2775, 2.1131, -2.6881], [-3.9115, 0.7784, -2.6805], [-3.0479, 0.3368, -1.7021], [-2.5275, 1.1225, -0.7450], [-0.3937, 5.9499, 2.6666], [0.5389, 4.4746, 2.3524], [-0.5988, 4.5244, 3.7120], [-3.1624, 5.4271, 2.6870], [-4.5649, 3.9663, 0.8351], [-4.0488, 3.9785, -1.6362], [-4.9310, 2.5138, -3.4546], [-4.2781, 0.0795, -3.4226], [-2.7421, -0.6902, -1.6949], [4.7635, -3.2495, 8.1310], [4.2229, -2.7527, 7.2454], [3.5474, -2.1341, 6.1267], [2.2334, -2.4849, 5.8313], [1.5862, -1.8850, 4.7649], [2.2515, -0.9486, 3.9681], [3.5690, -0.6050, 4.2745], [4.2118, -1.1857, 5.3526], [1.5427, -0.3565, 2.8100], [2.1550, -0.3977, 1.5440], [3.4303, -0.8826, 1.2084], [3.7074, -0.4652, -0.0886], [2.5876, 0.2336, -0.5247], [1.6342, 0.2743, 0.4304], [0.3099, 0.2504, 3.0497], [-0.1929, 0.6550, 4.3032], [-1.4298, 1.2330, 4.0847], [-1.6651, 1.1381, 2.7117], [-0.6327, 0.5744, 2.0721], [1.7263, -3.2252, 6.4374], [0.5679, -2.1643, 4.5225], [4.0781, 0.1525, 3.6915], [5.2268, -0.9064, 5.6034], [4.0785, -1.4575, 1.8556], [4.6170, -0.6295, -0.6488], [2.4292, 0.7030, -1.4839], [0.3248, 0.5598, 5.2467], [-2.1007, 1.6445, 4.8256], [-2.5633, 1.4064, 2.1802], [1.5461, -4.9440, 1.5061], [2.4461, -6.3808, 1.6510], [2.9510, -6.7842, 0.4538], [2.6005, -5.9024, -0.6020], [1.8340, -4.8496, -0.1902], [1.3145, -3.7420, -0.9969], [0.8035, -2.6006, -0.3580], [0.3578, -1.5432, -0.9985], [0.4282, -1.5170, -2.3446], [0.8434, -2.6191, -3.0799], [0.8231, -2.5271, -4.5176], [0.4545, -1.3865, -5.1346], [0.0935, -0.2168, -4.3750], [-0.2585, 1.0059, -4.9575], [-0.5524, 2.0937, -4.1599], [-0.4281, 1.9271, -2.7739], [-0.1412, 0.7780, -2.1814], [0.1002, -0.2947, -2.9840], [-0.9957, 3.3851, -4.7097], [-1.5414, 3.6231, -5.9387], [-1.8978, 4.9868, -6.1419], [-1.6246, 5.7583, -5.0569], [-0.9300, 4.8446, -3.7911], [1.2754, -3.7548, -2.3743], [2.5496, -6.8611, 2.6141], [3.5505, -7.6764, 0.3280], [2.9314, -6.0440, -1.6254], [0.7396, -2.5704, 0.7183], [1.1166, -3.3971, -5.0941], [0.4432, -1.3230, -6.2173], [-0.2787, 1.0983, -6.0394], [-0.5651, 2.7729, -2.1200], [-1.6945, 2.8509, -6.6856], [-2.3300, 5.3732, -7.0571], [-1.7696, 6.8243, -4.9345], [1.5778, -4.6409, -2.9212], [-2.8915, -0.8875, 1.1742], [-1.7157, -1.4424, 0.7328], [-1.1195, -1.9865, 1.8441], [-2.1901, -2.7478, -0.0605], [-3.4960, -2.9445, 0.0781], [-1.5547, -3.8278, 0.3796], [-1.9452, -2.6792, -1.3960]], "forces_ev_per_angstrom": [[0.160, 0.429, -0.215], [-0.142, 0.056, -0.096], [0.111, 0.265, 0.414], [0.375, 0.083, 0.155], [0.009, -0.342, -0.214], [-0.363, -0.104, -0.224], [-0.115, 0.148, 0.082], [-0.054, -0.313, -0.289], [-0.012, 0.301, 0.322], [-0.051, 0.194, -0.054], [-0.077, 0.001, -0.135], [-0.093, -0.071, -0.084], [-0.078, 0.020, -0.122], [0.354, -0.164, 0.143], [-0.023, -0.001, -0.030], [-0.019, -0.033, -0.034], [-0.041, -0.048, 0.011], [0.075, -0.060, -0.038], [0.120, -0.005, -0.031], [0.019, -0.069, 0.005], [0.050, -0.031, 0.067], [0.016, 0.059, 0.082], [0.129, -0.277, 0.001], [-0.152, 0.134, -0.237], [0.037, -0.027, 0.020], [0.096, -0.076, 0.159], [-0.073, -0.037, 0.011], [0.007, -0.025, -0.092], [0.008, -0.060, 0.027], [-0.017, 0.101, 0.001], [0.062, 0.022, 0.027], [0.050, 0.040, -0.017], [-0.029, 0.137, -0.035], [0.141, -0.119, -0.003], [0.122, -0.059, -0.003], [-0.026, 0.029, 0.149], [0.057, -0.205, 0.046], [-0.001, -0.096, 0.021], [-0.056, 0.086, 0.170], [0.005, 0.007, 0.215], [-0.054, -0.130, -0.021], [0.066, -0.009, 0.158], [0.015, 0.050, -0.034], [0.022, 0.011, 0.025], [-0.004, -0.042, 0.009], [-0.035, 0.001, -0.014], [-0.084, 0.101, -0.084], [-0.106, 0.024, 0.064], [-0.019, -0.035, -0.037], [-0.046, -0.025, -0.096], [0.055, -0.045, -0.108], [-0.055, 0.011, 0.000], [-0.111, 0.115, 0.145], [0.020, -0.046, 0.078], [0.038, -0.022, -0.173], [0.189, -0.231, -0.160], [-0.109, 0.174, -0.035], [0.106, -0.196, 0.093], [0.173, -0.005, 0.240], [-0.089, 0.436, 0.277], [0.082, 0.063, -0.122], [0.083, -0.189, -0.186], [0.054, -0.136, 0.079], [-0.040, 0.114, -0.075], [0.016, -0.071, -0.222], [0.012, 0.003, -0.221], [-0.045, 0.231, -0.078], [-0.037, 0.135, 0.020], [-0.031, -0.263, -0.236], [0.045, -0.017, 0.105], [0.007, -0.080, 0.128], [-0.059, 0.017, -0.264], [-0.006, -0.144, -0.105], [0.017, 0.078, 0.057], [0.067, 0.008, 0.129], [-0.003, -0.095, -0.171], [-0.017, 0.054, -0.102], [-0.053, 0.094, -0.002], [-0.049, 0.012, 0.123], [0.059, 0.022, 0.085], [-0.016, 0.062, 0.033], [-0.007, -0.001, 0.089], [-0.008, -0.035, 0.102], [-0.083, 0.070, 0.090], [0.003, 0.112, 0.087], [0.051, -0.069, 0.117], [0.010, -0.170, -0.032], [0.018, 0.075, -0.004], [0.000, 0.006, 0.046], [-0.391, -0.156, -0.062], [0.014, 0.053, 0.160], [-0.050, 0.145, -0.115], [0.091, 0.037, -0.026], [-0.008, -0.143, -0.006], [-0.275, 0.149, 0.076]], "s2": 2.017, "multiplicity": 3, "homo_energy_ev": [-12.753, -12.756], "orbital_gap_ev": [6.81, 6.33], "charge": 2}



Sequential relative energy (zero: lowest compared OMol25 entry of this formula, charge and spin) output: 19.6 3.2 kcal per mole